{"formula": "C58H53BrN6O2P2Pt", "method": "ωB97M-V/def2-TZVPD", "homo_ev": [-16.9, -16.9], "molar_mass_g_mol": 1203.03, "spin_multiplicity": 5, "lumo_ha": [-0.4141, -0.5035], "total_charge": 4, "orbital_gap_ev": [5.6041, 3.1623], "symbols": ["Pt", "Br", "C", "C", "C", "C", "C", "C", "N", "C", "C", "C", "C", "C", "C", "N", "H", "H", "H", "H", "H", "H", "H", "H", "H", "O", "C", "C", "C", "C", "C", "C", "P", "C", "C", "C", "C", "C", "C", "C", "C", "C", "C", "C", "C", "C", "C", "C", "C", "C", "C", "P", "C", "C", "C", "C", "C", "C", "C", "C", "C", "C", "C", "C", "H", "H", "H", "H", "H", "H", "H", "H", "H", "H", "H", "H", "H", "H", "H", "H", "H", "H", "H", "H", "H", "H", "H", "H", "H", "H", "H", "H", "N", "C", "N", "C", "C", "O", "C", "C", "H", "H", "H", "H", "H", "H", "H", "H", "C", "C", "C", "C", "N", "N", "C", "H", "H", "H", "H", "H", "H", "H", "H"], "xyz": [[0.0951, 0.4464, -0.1473], [6.1698, -4.1796, 1.4410], [4.8363, -2.9453, 1.5017], [4.6433, -2.1843, 2.6890], [3.6524, -1.2493, 2.7342], [2.8256, -1.0287, 1.5992], [2.9939, -1.8332, 0.4425], [3.9874, -2.7625, 0.3786], [1.7943, -0.1031, 1.5886], [1.7608, 0.8698, 2.4326], [0.5578, 1.6684, 2.5701], [0.3508, 2.4069, 3.7217], [-0.9131, 2.9459, 3.9579], [-1.9164, 2.6975, 3.0440], [-1.6253, 1.9768, 1.8844], [-0.4063, 1.5228, 1.6331], [5.2817, -2.3601, 3.5449], [3.4957, -0.6964, 3.6500], [2.3076, -1.7010, -0.3812], [4.1291, -3.3723, -0.5035], [2.5871, 1.0909, 3.1066], [1.1508, 2.5234, 4.4414], [-1.1070, 3.5194, 4.8547], [-2.9239, 3.0565, 3.2046], [-2.3890, 1.7632, 1.1474], [1.2002, -1.1814, -2.3413], [2.4574, -0.8583, -2.8195], [3.2426, -1.7599, -3.5172], [4.5105, -1.3705, -3.9308], [5.0026, -0.1071, -3.6272], [4.2400, 0.7630, -2.8683], [2.9535, 0.3963, -2.4560], [1.9925, 1.5027, -1.4124], [3.1745, 2.3105, -0.3083], [4.2246, 1.5710, 0.2501], [5.1400, 2.1805, 1.0909], [5.0166, 3.5338, 1.3919], [3.9880, 4.2777, 0.8306], [3.0705, 3.6736, -0.0171], [1.1826, 2.8093, -2.3135], [0.0398, 3.3968, -1.5536], [-0.6007, 4.6833, -2.1037], [-0.1144, 5.0709, -3.4640], [0.8383, 4.4066, -4.1264], [1.5036, 3.2515, -3.5403], [0.2072, -1.7559, -3.1324], [0.3198, -2.0036, -4.4854], [-0.7877, -2.5002, -5.1678], [-1.9916, -2.7243, -4.5167], [-2.1040, -2.4281, -3.1684], [-0.9989, -1.9515, -2.4603], [-1.1062, -1.6301, -0.6941], [-0.3902, -3.1222, 0.0410], [-0.6137, -4.3363, -0.6194], [-0.1187, -5.5178, -0.0896], [0.6284, -5.4993, 1.0802], [0.8724, -4.2943, 1.7273], [0.3624, -3.1117, 1.2154], [-2.8475, -1.4587, -0.3364], [-3.5486, -2.4818, 0.3037], [-4.9164, -2.3562, 0.4816], [-5.5763, -1.2082, 0.0538], [-4.8731, -0.1816, -0.5667], [-3.5084, -0.3041, -0.7660], [2.8709, -2.7509, -3.7402], [5.1188, -2.0647, -4.4958], [5.9847, 0.1916, -3.9671], [4.6409, 1.7308, -2.5944], [4.3653, 0.5325, -0.0247], [5.9722, 1.6137, 1.4881], [5.7398, 4.0130, 2.0385], [3.9158, 5.3386, 1.0292], [2.3103, 4.2859, -0.4821], [0.3040, 3.5256, -0.4989], [-0.4543, 5.5230, -1.4189], [-0.5770, 5.9387, -3.9216], [1.1521, 4.7324, -5.1085], [2.2966, 2.7747, -4.1073], [1.2309, -1.7989, -5.0259], [-0.7034, -2.6973, -6.2283], [-2.8424, -3.1133, -5.0586], [-3.0501, -2.5686, -2.6618], [-1.1813, -4.3711, -1.5396], [-0.3191, -6.4539, -0.5932], [1.0143, -6.4247, 1.4872], [1.4480, -4.2819, 2.6450], [0.5087, -2.1843, 1.7450], [-3.0362, -3.3731, 0.6438], [-5.4740, -3.1593, 0.9454], [-6.6448, -1.1179, 0.1989], [-5.3912, 0.7052, -0.9064], [-2.9678, 0.4900, -1.2663], [-1.6766, -1.0064, 2.4329], [-2.1659, -1.6589, 3.2649], [-2.6994, -2.4030, 4.1927], [-1.8908, -2.9715, 5.2870], [-2.2680, -2.2755, 6.5869], [-3.6537, -2.3816, 6.8121], [-4.4099, -1.7437, 5.8056], [-4.1537, -2.3935, 4.4538], [-0.8330, -2.8549, 5.0541], [-2.1276, -4.0346, 5.3565], [-1.9699, -1.2175, 6.5429], [-1.7682, -2.7476, 7.4309], [-4.1603, -0.6742, 5.7634], [-5.4577, -1.8494, 6.0800], [-4.6597, -1.8626, 3.6487], [-4.4941, -3.4301, 4.4712], [-3.1316, 5.3889, -1.9066], [-2.1477, 4.2644, -2.0762], [-2.2676, 3.3260, -3.2445], [-1.5816, 2.2405, -2.9225], [-1.1132, 2.3959, -1.5150], [-2.1726, 3.2478, -0.9999], [-1.1307, 1.1109, -3.7710], [-3.1323, 6.0309, -2.7876], [-2.8799, 6.0082, -1.0442], [-4.1395, 4.9970, -1.7770], [-2.6977, 3.5640, -4.2060], [-1.8401, 3.6688, -0.1334], [-0.7591, 1.4800, -4.7273], [-1.9380, 0.4067, -3.9752], [-0.3218, 0.5830, -3.2787]]}


{"formula": "C58H55F5N6O5STe2W", "method": "ωB97M-V/def2-TZVPD", "homo_ev": [-4.3, -4.4], "molar_mass_g_mol": 1482.21, "spin_multiplicity": 2, "lumo_ha": [0.0393, 0.0348], "total_charge": -1, "orbital_gap_ev": [5.3969, 5.3321], "symbols": ["W", "C", "C", "C", "C", "C", "N", "C", "C", "C", "C", "C", "C", "C", "N", "C", "C", "C", "N", "C", "C", "N", "C", "C", "C", "N", "H", "H", "H", "H", "H", "H", "H", "H", "H", "H", "H", "H", "H", "H", "H", "H", "H", "H", "C", "O", "C", "C", "C", "C", "C", "C", "O", "C", "O", "C", "H", "H", "H", "H", "H", "H", "H", "H", "H", "S", "C", "C", "C", "C", "C", "C", "H", "H", "H", "H", "H", "F", "Te", "F", "F", "F", "F", "O", "C", "C", "C", "C", "C", "C", "Te", "N", "C", "O", "C", "C", "C", "C", "C", "C", "C", "C", "C", "C", "C", "C", "C", "C", "C", "C", "H", "H", "H", "H", "H", "H", "H", "H", "H", "H", "H", "H", "H", "H", "H", "H", "H", "H", "H", "H", "H", "H", "H"], "xyz": [[0.1208, 1.0100, -0.4842], [3.9371, 0.6275, -6.5440], [3.5780, 0.8250, -5.0946], [3.9940, -0.0793, -4.1210], [3.6420, 0.0836, -2.8005], [2.8312, 1.1392, -2.3602], [2.4638, 1.2684, -0.9964], [3.4969, 0.9461, -0.1445], [4.8390, 1.2957, -0.4566], [5.9014, 1.0033, 0.3671], [5.7369, 0.3113, 1.5722], [6.9005, 0.0023, 2.4803], [4.4451, -0.0153, 1.9172], [3.3577, 0.3096, 1.1072], [2.0479, 0.1230, 1.6773], [1.5598, -1.0778, 1.9691], [0.7583, -0.8473, 3.2179], [-0.3971, 0.1294, 2.8596], [0.2485, 1.3890, 2.6771], [2.4638, 2.0585, -3.3462], [2.8152, 1.8963, -4.6809], [1.7336, 3.2356, -3.0091], [1.8349, 4.4572, -3.5828], [0.9577, 5.2844, -2.9214], [0.3667, 4.4556, -1.9495], [0.8531, 3.2294, -2.0155], [4.9722, 0.2971, -6.6465], [3.8119, 1.5500, -7.1132], [3.2989, -0.1375, -6.9937], [4.5638, -0.9566, -4.4085], [3.9673, -0.6447, -2.0736], [5.0200, 1.8342, -1.3775], [6.8955, 1.3294, 0.0738], [7.8129, -0.1665, 1.9064], [6.7039, -0.8857, 3.0823], [7.0934, 0.8307, 3.1685], [4.2466, -0.5017, 2.8695], [2.2096, -1.9256, 1.8032], [0.4829, -1.7049, 3.8206], [-1.2936, 0.0905, 3.4697], [2.4548, 2.6133, -5.4108], [2.5258, 4.6442, -4.3866], [0.7675, 6.3268, -3.1141], [-0.3823, 4.7039, -1.2126], [-6.2036, 2.1143, 0.5533], [-5.5299, 2.9884, 1.4535], [-4.2026, 3.1431, 1.2866], [-3.5582, 3.9477, 2.2597], [-2.2074, 4.1325, 2.1893], [-1.4404, 3.5034, 1.1946], [0.0004, 3.5982, 1.1330], [0.6898, 4.7315, 1.8264], [0.7144, 2.7735, 0.5271], [-2.0974, 2.7336, 0.2188], [-1.4126, 2.2646, -0.7820], [-3.4909, 2.5660, 0.2584], [-7.2323, 2.0662, 0.8973], [-5.7650, 1.1151, 0.5731], [-6.1760, 2.5009, -0.4665], [-4.1501, 4.4014, 3.0430], [-1.7154, 4.7293, 2.9482], [0.0635, 5.6215, 1.8169], [1.6339, 4.9487, 1.3348], [0.8926, 4.4558, 2.8635], [-3.9463, 1.9863, -0.5308], [-0.3470, 0.8455, -3.1655], [-1.8390, 0.1660, -3.8527], [-2.9681, 0.9919, -3.8594], [-4.1335, 0.6077, -4.5046], [-4.1975, -0.6160, -5.1590], [-3.0869, -1.4462, -5.1497], [-1.9130, -1.0657, -4.5069], [-2.9047, 1.9500, -3.3575], [-4.9904, 1.2724, -4.5087], [-5.0976, -0.9104, -5.6853], [-3.1136, -2.3980, -5.6676], [-1.0577, -1.7218, -4.5850], [-1.5781, -0.0665, -0.8221], [0.3645, -1.8017, -2.3623], [0.6660, -3.3580, -0.7763], [0.3902, -3.4920, -3.3487], [1.1879, -1.3407, -4.0693], [2.2012, -2.1985, -2.1931], [0.8817, -0.6397, -0.6958], [-3.5571, -7.8370, -1.0198], [-2.9017, -6.5548, -0.5712], [-1.6995, -6.5626, 0.1150], [-1.0739, -5.3824, 0.5183], [0.2728, -5.5049, 1.1830], [-1.7003, -4.1650, 0.2548], [-0.8102, -2.3027, 0.7959], [-0.4387, 0.6750, 1.5436], [1.6874, 0.9868, 2.8647], [1.6259, 0.0521, 3.9251], [2.6054, 2.1278, 3.2312], [3.1741, 2.9835, 2.2917], [4.0829, 3.9506, 2.6886], [4.4252, 4.0897, 4.0274], [3.8498, 3.2508, 4.9697], [2.9467, 2.2733, 4.5719], [-2.4952, -2.0616, 2.1488], [-3.2095, -0.8727, 1.9848], [-4.1406, -0.4459, 2.9215], [-4.3858, -1.2278, 4.0411], [-3.7034, -2.4265, 4.2028], [-2.7428, -2.8544, 3.2824], [-2.0099, -4.1443, 3.5528], [-2.8895, -4.1235, -0.4858], [-3.5234, -2.8327, -0.9549], [-3.4745, -5.3252, -0.8711], [-3.0585, -8.7053, -0.5873], [-3.5150, -7.9330, -2.1076], [-4.6095, -7.8625, -0.7289], [-1.2123, -7.5111, 0.3281], [0.2700, -6.3103, 1.9222], [0.5764, -4.5760, 1.6628], [1.0254, -5.7217, 0.4230], [2.8966, 2.9089, 1.2522], [4.5273, 4.5991, 1.9436], [5.1431, 4.8419, 4.3316], [4.1074, 3.3478, 6.0170], [2.5050, 1.6133, 5.3049], [-2.9980, -0.2508, 1.1181], [-4.6508, 0.5031, 2.7904], [-5.0964, -0.9040, 4.7926], [-3.8985, -3.0375, 5.0784], [-2.1958, -4.4881, 4.5714], [-0.9333, -4.0215, 3.4129], [-2.3258, -4.9222, 2.8547], [-3.5610, -2.0831, -0.1724], [-4.5383, -3.0128, -1.3129], [-2.9476, -2.4049, -1.7796], [-4.3933, -5.2926, -1.4507]]}